Entry from the OMol25 dataset: a cluster of 2 separate species, C2H3BrClNO in total in a non-equilibrium geometry (ωB97M-V/def2-TZVPD).

Geometry as XYZ:
```
9
Properties=species:S:1:pos:R:3:lowdin_charge:R:1
C -1.2357 1.8210 0.2886 -0.3470
C 0.6493 -0.9702 -0.4076 -0.6959
N -2.3297 1.7469 0.7633 0.2263
O -0.1582 1.9879 -0.1521 0.0618
Cl 0.1107 -1.8983 0.9793 0.3912
Br 2.4210 0.4774 0.3710 0.5192
H 1.4165 -1.5591 -0.8781 -0.1146
H 1.0469 1.2312 0.4717 -0.1185
H -2.6940 0.8680 0.9804 0.0775
```

Results
**Maximum force**: 2.0 eV Å⁻¹
**Total energy**: -3242.06666 Eh
**Charge**: 0
**Highest occupied orbital energy**: -8.58 eV
**Energy above the lowest of the compared OMol25 structures with the same formula, charge and spin**: 3.958 eV
**Orbital gap**: 8.567 eV



Entry from the OMol25 dataset: a cluster of 2 separate species, C2H3BrClNO2 in total in a non-equilibrium geometry (ωB97M-V/def2-TZVPD).

Geometry as XYZ:
```
10
Properties=species:S:1:pos:R:3:mulliken_spin:R:1
C 0.2488 1.3866 -1.0966 0.7528
C 0.7008 0.4456 -0.2519 0.5963
N 0.8880 -0.9472 -0.6730 0.0467
O 0.8558 -1.1782 -1.8744 0.1505
O 0.9146 -1.7974 0.1798 0.1483
Cl -2.6779 -0.6499 2.8562 0.0001
Br 1.3477 0.8347 1.4089 0.2287
H 0.1822 2.3055 -0.5455 0.0315
H -2.3882 -1.6145 2.0142 -0.0001
H -0.0718 1.2148 -2.0177 0.0451
```

Results
**Spin multiplicity**: 3
**⟨S²⟩**: 2.009
**Maximum force**: 8.0 eV Å⁻¹
**Total energy**: -3317.18220 Eh
**Charge**: 0
**Highest occupied orbital energy (spin up / spin down)**: -7.25 / -10.57 eV
**Energy above the lowest of the compared OMol25 structures with the same formula, charge and spin**: 0.000 eV
**Orbital gap (spin up / spin down)**: 7.546 / 6.599 eV



Entry from the OMol25 dataset: a structure of composition C2H3BrF2 in a non-equilibrium geometry (ωB97M-V/def2-TZVPD).

Geometry as XYZ:
```
8
Properties=species:S:1:pos:R:3:lowdin_charge:R:1
C 0.0515 0.2189 0.0973 -0.0492
C 0.3096 1.6348 0.7034 -0.8204
F 1.5853 2.0258 0.6354 0.0440
F 0.1006 1.1839 2.4053 -0.2732
Br -1.0050 2.8999 0.4217 0.8735
H -0.4832 0.2938 -0.8270 0.0669
H 0.9644 -0.2552 0.2256 0.0650
H -0.8276 0.0000 0.7426 0.0934
```

Results
**Maximum force**: 5.0 eV Å⁻¹
**Total energy**: -2851.68958 Eh
**Charge**: 0
**Highest occupied orbital energy**: -11.38 eV
**Energy above the lowest of the compared OMol25 structures with the same formula, charge and spin**: 1.741 eV
**Orbital gap**: 11.887 eV



Entry from the OMol25 dataset: an isolated molecule of C2H3BrF2S in a non-equilibrium geometry (ωB97M-V/def2-TZVPD).

Geometry as XYZ:
```
9
Properties=species:S:1:pos:R:3:lowdin_charge:R:1
F -0.9296 0.8462 1.1198 0.0767
C -0.9610 0.3366 -0.0579 -0.9129
F -1.2067 1.2451 -1.0140 0.0116
Br -2.6333 -0.8549 -0.2322 0.6104
C 0.4692 -0.5618 -0.2266 -0.4960
S 1.9754 0.4726 -0.2412 0.6653
H 0.5928 -1.1686 0.7132 0.0718
H 0.5649 -1.2536 -1.1233 0.0858
H 2.1283 0.9385 1.0622 -0.1127
```

Results
**SMILES**: FC(F)(Br)CS
**Maximum force**: 4.4 eV Å⁻¹
**Total energy**: -3249.90988 Eh
**Charge**: 0
**Highest occupied orbital energy**: -9.72 eV
**Energy above the lowest of the compared OMol25 structures with the same formula, charge and spin**: 0.038 eV
**Orbital gap**: 10.208 eV



Entry from the OMol25 dataset: a cluster of 2 separate species, C2H3BrFNO in total in a non-equilibrium geometry (ωB97M-V/def2-TZVPD).

Geometry as XYZ:
```
9
Properties=species:S:1:pos:R:3:lowdin_charge:R:1
C -0.0127 -0.7004 -0.1575 -0.2897
C 1.2734 -0.0857 0.1061 -0.0122
N -1.3686 0.7214 0.4525 -0.5393
O -0.5244 -1.6744 -0.5249 0.1267
F -1.1845 1.6530 -0.5872 -0.2360
Br -2.9906 -0.1082 0.2452 0.6482
H 1.9418 -0.8157 0.5721 0.1054
H 1.1665 0.7882 0.7429 0.0887
H 1.6990 0.2218 -0.8492 0.1083
```

Results
**Maximum force**: 3.5 eV Å⁻¹
**Total energy**: -2881.73082 Eh
**Charge**: 0
**Highest occupied orbital energy**: -8.67 eV
**Energy above the lowest of the compared OMol25 structures with the same formula, charge and spin**: 4.542 eV
**Orbital gap**: 9.098 eV



Entry from the OMol25 dataset: a cluster of 2 separate species, C2H3BrFNO2 in total in a non-equilibrium geometry (ωB97M-V/def2-TZVPD).

Geometry as XYZ:
```
10
Properties=species:S:1:pos:R:3:lowdin_charge:R:1
C 0.8304 1.7635 -0.7307 0.0279
C -0.0401 1.1471 0.0203 -0.7740
F 0.3428 0.3600 1.0426 -0.0481
Br -1.9677 1.2373 0.1443 0.7554
H 0.5892 2.5976 -1.3524 0.0712
H 1.8106 1.5213 -0.5916 0.0484
O 0.9716 -2.8147 0.2643 0.0341
N 0.0758 -2.1478 -0.0936 -0.1380
O -1.0112 -2.3033 0.7730 -0.0985
H -1.6015 -1.3610 0.5236 0.1216
```

Results
**SMILES**: C=C(F)Br.O=NO
**Maximum force**: 4.9 eV Å⁻¹
**Total energy**: -2956.97177 Eh
**Charge**: 0
**Highest occupied orbital energy**: -10.33 eV
**Energy above the lowest of the compared OMol25 structures with the same formula, charge and spin**: 1.056 eV
**Orbital gap**: 10.743 eV



Entry from the OMol25 dataset: an isolated molecule of C2H3BrN2 in a non-equilibrium geometry (ωB97M-V/def2-TZVPD).

Geometry as XYZ:
```
8
Properties=species:S:1:pos:R:3:lowdin_charge:R:1
C -0.9305 -0.5197 0.0118 -0.0424
C 0.7451 0.2739 0.0630 -0.9520
Br 2.1071 -1.0720 0.0195 0.6447
N 0.8420 1.5851 0.5478 0.1038
N 0.8652 1.4618 -0.6699 0.0850
H -1.2218 0.0132 -0.9767 0.0711
H -1.4914 -0.1148 0.9085 0.0530
H -0.9159 -1.6276 0.0960 0.0368
```

Results
**SMILES**: CC1(Br)N=N1
**Maximum force**: 5.8 eV Å⁻¹
**Total energy**: -2761.40993 Eh
**Charge**: 0
**Highest occupied orbital energy**: -10.20 eV
**Energy above the lowest of the compared OMol25 structures with the same formula, charge and spin**: 1.249 eV
**Orbital gap**: 10.321 eV



Entry from the OMol25 dataset: a structure of composition C2H3BrN2O in a non-equilibrium geometry (ωB97M-V/def2-TZVPD).

Geometry as XYZ:
```
9
Properties=species:S:1:pos:R:3:mulliken_spin:R:1
C 0.9582 -0.4736 -1.0676 -0.0166
C 0.8019 0.4472 0.1071 0.6987
N -1.6407 -0.0945 0.8395 0.3855
N -0.7292 -0.7570 0.9939 0.5838
O 1.8442 -1.2398 -1.2494 0.1403
Br -0.2892 1.9153 0.0615 0.0521
H 0.0870 -0.3848 -1.8081 0.0080
H 1.5347 0.5384 0.8727 0.0125
H -2.5669 0.0488 1.2502 0.1357
```

Results
**Spin multiplicity**: 3
**⟨S²⟩**: 2.012
**Maximum force**: 4.1 eV Å⁻¹
**Total energy**: -2836.57144 Eh
**Charge**: 0
**Highest occupied orbital energy (spin up / spin down)**: -6.87 / -10.13 eV
**Energy above the lowest of the compared OMol25 structures with the same formula, charge and spin**: 1.180 eV
**Orbital gap (spin up / spin down)**: 7.266 / 8.422 eV



Entry from the OMol25 dataset: an isolated molecule of C2H3BrN2S in a non-equilibrium geometry (ωB97M-V/def2-TZVPD).

Geometry as XYZ:
```
9
Properties=species:S:1:pos:R:3:lowdin_charge:R:1
C -0.8393 -2.0145 -0.4171 -0.0172
N 0.1385 -1.2225 -0.2983 -0.0311
N 0.1420 -0.0217 0.0224 -0.0761
C 0.2204 1.1911 -0.3347 -0.4174
S 0.5056 2.4090 1.0878 0.2570
Br 2.4889 2.6825 2.0058 0.1340
H -1.7914 -1.6685 -0.1093 0.0548
H -0.8077 -3.0381 -0.7517 0.0620
H -0.0572 1.6826 -1.2049 0.0340
```

Results
**SMILES**: C=N/N=C/SBr
**Maximum force**: 4.1 eV Å⁻¹
**Total energy**: -3159.59714 Eh
**Charge**: 0
**Highest occupied orbital energy**: -8.86 eV
**Energy above the lowest of the compared OMol25 structures with the same formula, charge and spin**: 2.972 eV
**Orbital gap**: 8.059 eV



Entry from the OMol25 dataset: an isolated molecule of C2H3BrN2S in a non-equilibrium geometry (ωB97M-V/def2-TZVPD).

Geometry as XYZ:
```
9
Properties=species:S:1:pos:R:3:lowdin_charge:R:1
C 0.4062 1.0219 -0.0399 -0.3826
C 1.0479 -0.1271 0.0086 -0.6245
N -0.9136 1.2605 -0.0163 -0.3821
N -1.3117 -1.1470 0.0454 -0.3102
S -2.0394 0.2600 0.0979 0.9561
Br 2.9045 -0.1010 0.0282 0.7186
H 1.1594 1.8111 -0.0256 0.0793
H 0.7219 -1.1536 -0.0082 0.0089
H -1.9752 -1.8249 -0.0901 -0.0633
```

Results
**Maximum force**: 3.4 eV Å⁻¹
**Total energy**: -3159.62148 Eh
**Charge**: 0
**Highest occupied orbital energy (spin up / spin down)**: -8.82 / -8.82 eV
**Energy above the lowest of the compared OMol25 structures with the same formula, charge and spin**: 2.309 eV
**Orbital gap (spin up / spin down)**: 7.893 / 7.894 eV



Entry from the OMol25 dataset: a cluster of 2 separate species, C2H3BrN2S in total in a non-equilibrium geometry (ωB97M-V/def2-TZVPD).

Geometry as XYZ:
```
9
Properties=species:S:1:pos:R:3:lowdin_charge:R:1
C 0.6600 -1.3821 0.3436 0.0771
C 0.1016 1.9942 0.0047 -0.6966
N 0.8703 -0.2137 0.2479 -0.0604
N 0.8973 0.9103 -0.2230 -0.0124
S -1.1197 2.1086 1.0812 0.6173
Br -1.9239 -2.2461 -1.1768 0.3951
H -0.8167 -1.8279 -0.4807 -0.4318
H 1.1406 -2.2339 0.7524 0.0933
H 0.1907 2.8907 -0.5494 0.0183
```

Results
**Maximum force**: 2.9 eV Å⁻¹
**Total energy**: -3159.57203 Eh
**Charge**: 0
**Highest occupied orbital energy**: -9.01 eV
**Energy above the lowest of the compared OMol25 structures with the same formula, charge and spin**: 3.655 eV
**Orbital gap**: 7.521 eV



Entry from the OMol25 dataset: a structure of composition C2H3BrNO in a non-equilibrium geometry (ωB97M-V/def2-TZVPD).

Geometry as XYZ:
```
8
Properties=species:S:1:pos:R:3:lowdin_charge:R:1
C 0.9254 -0.5328 0.0169 -0.0988
C -0.3210 0.3007 -0.2842 -0.0398
N 0.7683 0.9408 -0.0534 -0.3113
O 1.4423 2.0094 -0.0192 -0.1247
Br -3.4883 -0.6062 -0.0144 -0.4250
H 0.8261 -1.0720 1.0761 0.1081
H 1.4868 -1.1429 -0.5810 0.0277
H -1.6395 0.1029 -0.1408 -0.1361
```

Results
**Maximum force**: 5.4 eV Å⁻¹
**Total energy**: -2781.92358 Eh
**Charge**: -1
**Highest occupied orbital energy**: -4.66 eV
**Energy above the lowest of the compared OMol25 structures with the same formula, charge and spin**: 2.099 eV
**Orbital gap**: 8.825 eV